(1)
Below is a structure of composition C23H29FN6O3PdS2, with properties calculated with ωB97M-V/def2-TZVPD.

Last column: natural (NBO) charge in e.
Atoms and positions in Å:
Pd (0.84, -3.60, -0.81)  0.657
C (-4.43, 1.06, 2.15)  -0.624
C (-4.07, 1.35, 0.70)  -0.208
N (-2.80, 0.73, 0.30)  -0.355
C (-2.83, -0.47, -0.30)  0.159
C (-1.73, -1.18, -0.68)  -0.325
C (-2.01, -2.53, -1.32)  0.785
O (-3.06, -2.65, -1.92)  -0.611
O (-1.18, -3.49, -1.08)  -0.800
C (-0.44, -0.61, -0.51)  0.511
O (0.62, -1.13, -0.95)  -0.746
C (-0.40, 0.68, 0.17)  -0.177
C (0.83, 1.28, 0.43)  -0.189
C (0.88, 2.49, 1.07)  0.329
F (2.09, 3.06, 1.26)  -0.320
C (-0.27, 3.15, 1.51)  0.201
C (-1.49, 2.55, 1.26)  -0.317
C (-1.58, 1.32, 0.58)  0.271
N (-0.24, 4.39, 2.21)  -0.483
C (-1.09, 5.48, 1.75)  -0.244
C (-1.74, 6.12, 2.97)  -0.222
N (-0.82, 5.93, 4.15)  -0.493
C (0.62, 6.07, 3.72)  -0.237
C (0.98, 4.88, 2.83)  -0.231
H (-5.36, 1.55, 2.41)  0.235
H (-3.65, 1.41, 2.84)  0.204
H (-4.55, -0.01, 2.31)  0.231
H (-4.02, 2.42, 0.50)  0.203
H (-4.83, 0.95, 0.04)  0.232
H (-3.81, -0.88, -0.51)  0.253
H (1.74, 0.80, 0.10)  0.266
H (-2.39, 3.02, 1.64)  0.219
H (-1.86, 5.12, 1.07)  0.251
H (-0.50, 6.22, 1.19)  0.207
H (-2.69, 5.66, 3.24)  0.231
H (-1.90, 7.20, 2.85)  0.238
H (-0.95, 4.98, 4.51)  0.442
H (-1.05, 6.58, 4.90)  0.448
H (1.24, 6.12, 4.61)  0.251
H (0.68, 7.03, 3.20)  0.229
H (1.42, 4.08, 3.43)  0.232
H (1.73, 5.22, 2.11)  0.227
C (5.04, -7.23, -0.28)  -0.442
N (4.55, -5.86, -0.28)  -0.540
C (3.28, -5.52, -0.10)  0.367
N (2.36, -6.46, 0.04)  -0.760
S (2.90, -3.83, -0.01)  -0.089
H (6.12, -7.21, -0.40)  0.247
H (4.61, -7.80, -1.12)  0.216
H (4.80, -7.73, 0.66)  0.220
H (5.19, -5.11, -0.46)  0.433
H (2.56, -7.44, -0.05)  0.420
H (1.40, -6.18, 0.21)  0.437
S (1.45, -4.71, -2.63)  0.031
C (1.16, -3.55, -3.87)  0.092
N (0.83, -2.27, -3.60)  -0.491
C (0.60, -1.35, -4.56)  0.077
C (0.69, -1.67, -5.88)  -0.258
C (1.04, -2.99, -6.21)  -0.094
C (1.27, -3.92, -5.22)  -0.243
H (0.75, -1.97, -2.62)  0.467
H (0.33, -0.36, -4.20)  0.232
H (0.50, -0.93, -6.64)  0.251
H (1.11, -3.29, -7.24)  0.245
H (1.52, -4.94, -5.46)  0.249

HOMO-LUMO gap = 7.25 eV
LUMO level = -5.289 eV
Total charge = +2
Energy relative to the best compared isomer or geometry (same formula, charge and spin) = 0.00 kJ/mol

=====

(2)
Below is an isolated molecule of C23H29N2O8P at a distorted geometry, with properties calculated with ωB97M-V/def2-TZVPD.

Last column: natural (NBO) charge in e.
Atoms and positions in Å:
C (-3.39, -1.91, 1.63)  -0.251
O (-2.13, -1.39, 1.97)  -0.515
C (-1.01, -1.91, 1.38)  0.209
C (-1.06, -2.95, 0.46)  -0.271
C (0.09, -3.46, -0.12)  -0.229
C (1.33, -2.95, 0.22)  -0.023
C (2.57, -3.43, -0.49)  -0.435
C (2.68, -2.75, -1.87)  -0.205
N (2.96, -1.33, -1.77)  -0.617
C (2.00, -0.49, -1.31)  0.543
O (0.70, -0.68, -1.57)  -0.431
C (0.07, 0.39, -0.98)  0.441
C (-1.37, 0.47, -1.00)  -0.048
C (-2.13, -0.47, -1.67)  -0.211
C (-3.51, -0.38, -1.65)  -0.315
C (-4.17, 0.63, -0.95)  0.291
O (-5.54, 0.72, -0.89)  -0.523
C (-6.32, -0.20, -1.61)  -0.250
C (-3.40, 1.59, -0.27)  0.250
O (-3.86, 2.64, 0.47)  -0.495
C (-5.22, 3.00, 0.48)  -0.239
C (-2.02, 1.50, -0.32)  -0.224
N (0.90, 1.22, -0.42)  -0.436
C (2.14, 0.70, -0.62)  -0.488
P (3.70, 1.26, 0.05)  2.401
O (4.80, 0.37, -0.33)  -1.116
O (3.91, 2.81, -0.40)  -0.806
C (4.28, 3.05, -1.74)  -0.259
O (3.55, 1.41, 1.62)  -0.802
C (2.54, 2.25, 2.17)  -0.261
C (1.39, -1.93, 1.15)  -0.274
C (0.25, -1.38, 1.73)  0.335
O (0.50, -0.37, 2.60)  -0.516
C (-0.55, 0.43, 3.11)  -0.241
H (-4.11, -1.33, 2.20)  0.198
H (-3.47, -2.97, 1.91)  0.174
H (-3.59, -1.79, 0.56)  0.182
H (-2.01, -3.37, 0.18)  0.219
H (0.01, -4.26, -0.84)  0.206
H (2.52, -4.51, -0.64)  0.216
H (3.46, -3.19, 0.09)  0.217
H (3.49, -3.20, -2.44)  0.207
H (1.74, -2.88, -2.42)  0.203
H (3.86, -1.09, -1.38)  0.440
H (-1.65, -1.28, -2.21)  0.228
H (-4.09, -1.13, -2.18)  0.222
H (-6.17, -1.23, -1.25)  0.174
H (-6.10, -0.16, -2.68)  0.179
H (-7.35, 0.09, -1.44)  0.202
H (-5.84, 2.24, 0.96)  0.183
H (-5.60, 3.20, -0.52)  0.180
H (-5.26, 3.92, 1.08)  0.189
H (-1.43, 2.25, 0.19)  0.244
H (4.66, 4.07, -1.78)  0.194
H (3.41, 2.96, -2.40)  0.181
H (5.05, 2.35, -2.06)  0.197
H (2.86, 3.30, 2.12)  0.185
H (1.61, 2.13, 1.62)  0.210
H (2.42, 1.94, 3.20)  0.193
H (2.34, -1.50, 1.45)  0.233
H (-1.14, 0.88, 2.31)  0.187
H (-0.05, 1.22, 3.67)  0.183
H (-1.20, -0.13, 3.77)  0.186

HOMO-LUMO gap = 7.85 eV
LUMO level = 0.513 eV

=====

(3)
Below is an isolated molecule of C23H29N3O3, with properties calculated with ωB97M-V/def2-TZVPD.

Last column: natural (NBO) charge in e.
Atoms and positions in Å:
C (-0.24, 2.74, 0.53)  -0.639
C (1.07, 2.03, 0.78)  -0.082
O (1.04, 0.72, 0.21)  -0.531
C (1.58, -0.27, 0.92)  0.843
O (2.09, -0.12, 2.01)  -0.623
C (1.46, -1.65, 0.27)  -0.172
C (2.86, -2.28, 0.26)  -0.362
C (3.84, -1.67, -0.75)  -0.446
C (4.15, -0.22, -0.48)  0.065
C (3.75, 0.77, -1.38)  -0.247
C (4.04, 2.10, -1.14)  -0.209
C (4.74, 2.46, 0.00)  -0.230
C (5.15, 1.48, 0.89)  -0.190
C (4.86, 0.16, 0.65)  -0.230
C (0.82, -1.63, -1.13)  -0.409
C (-0.68, -1.95, -1.07)  -0.209
N (-1.28, -1.32, 0.07)  -0.440
C (-2.08, -0.23, 0.07)  0.708
O (-2.47, 0.28, 1.11)  -0.654
C (-2.50, 0.32, -1.29)  -0.510
C (-3.54, 1.42, -1.11)  -0.419
C (-4.77, 0.87, -0.46)  0.196
C (-5.44, 1.53, 0.57)  0.010
N (-6.53, 1.04, 1.13)  -0.372
C (-6.97, -0.12, 0.67)  -0.028
C (-6.32, -0.79, -0.35)  0.000
N (-5.23, -0.29, -0.91)  -0.421
C (-0.82, -1.84, 1.35)  -0.228
C (0.56, -2.46, 1.23)  -0.392
H (-1.06, 2.18, 0.98)  0.239
H (-0.42, 2.84, -0.54)  0.199
H (-0.21, 3.73, 0.97)  0.217
H (1.27, 1.94, 1.86)  0.211
H (1.91, 2.57, 0.31)  0.192
H (3.28, -2.18, 1.27)  0.226
H (2.76, -3.35, 0.04)  0.207
H (3.46, -1.78, -1.76)  0.205
H (4.78, -2.24, -0.68)  0.221
H (3.20, 0.49, -2.27)  0.208
H (3.73, 2.85, -1.85)  0.212
H (4.97, 3.50, 0.19)  0.213
H (5.69, 1.76, 1.78)  0.213
H (5.18, -0.60, 1.35)  0.212
H (0.98, -0.65, -1.58)  0.230
H (1.30, -2.38, -1.76)  0.209
H (-0.83, -3.03, -0.98)  0.192
H (-1.16, -1.62, -1.99)  0.221
H (-2.95, -0.48, -1.88)  0.245
H (-1.62, 0.71, -1.80)  0.229
H (-3.14, 2.23, -0.49)  0.225
H (-3.80, 1.83, -2.09)  0.224
H (-5.09, 2.47, 0.96)  0.196
H (-7.87, -0.52, 1.14)  0.197
H (-6.66, -1.74, -0.74)  0.194
H (-1.54, -2.58, 1.72)  0.201
H (-0.82, -1.01, 2.06)  0.237
H (1.03, -2.49, 2.21)  0.241
H (0.50, -3.49, 0.86)  0.203

HOMO-LUMO gap = 9.67 eV
LUMO level = 0.632 eV
Energy relative to the best compared isomer or geometry (same formula, charge and spin) = 181.62 kJ/mol

=====

(4)
Below is an isolated molecule of C23H29N3O6S at a distorted geometry, with properties calculated with ωB97M-V/def2-TZVPD.

Last column: natural (NBO) charge in e.
Atoms and positions in Å:
C (-5.21, -0.05, -1.65)  -0.618
C (-5.51, 1.06, -0.64)  -0.221
N (-4.33, 1.76, -0.22)  -0.711
C (-3.79, 2.83, -1.02)  -0.208
C (-4.49, 4.17, -0.75)  -0.619
S (-3.70, 1.49, 1.29)  2.351
O (-2.93, 2.63, 1.67)  -0.946
O (-4.76, 1.03, 2.15)  -0.939
C (-2.58, 0.13, 1.00)  -0.366
C (-3.03, -1.18, 1.06)  -0.176
C (-2.17, -2.21, 0.74)  -0.266
C (-0.83, -1.97, 0.38)  0.276
N (0.00, -3.01, 0.02)  -0.448
C (-0.30, -4.37, 0.39)  -0.243
C (1.01, -5.14, 0.51)  -0.075
O (1.74, -5.12, -0.70)  -0.522
C (2.05, -3.79, -1.04)  -0.079
C (0.78, -2.95, -1.20)  -0.246
C (-0.38, -0.64, 0.42)  0.078
N (0.98, -0.29, 0.24)  -0.622
C (2.03, -0.86, 0.88)  0.671
O (1.98, -1.85, 1.56)  -0.601
C (3.35, -0.12, 0.64)  -0.025
C (3.97, 0.28, 1.98)  -0.086
O (5.23, 0.87, 1.79)  -0.475
C (5.25, 1.80, 0.79)  0.204
C (6.33, 2.68, 0.71)  -0.225
C (6.37, 3.65, -0.27)  -0.216
C (5.33, 3.76, -1.18)  -0.223
C (4.26, 2.89, -1.13)  -0.249
C (4.22, 1.90, -0.15)  0.280
O (3.15, 1.03, -0.16)  -0.527
C (-1.26, 0.39, 0.70)  -0.187
H (-4.80, 0.38, -2.57)  0.201
H (-4.49, -0.75, -1.24)  0.212
H (-6.12, -0.58, -1.90)  0.213
H (-5.94, 0.63, 0.27)  0.234
H (-6.23, 1.76, -1.06)  0.192
H (-2.74, 2.93, -0.77)  0.214
H (-3.88, 2.56, -2.08)  0.194
H (-4.06, 4.95, -1.37)  0.210
H (-5.56, 4.09, -0.96)  0.201
H (-4.36, 4.43, 0.30)  0.227
H (-4.05, -1.37, 1.34)  0.237
H (-2.54, -3.22, 0.75)  0.220
H (-0.80, -4.38, 1.36)  0.216
H (-0.94, -4.86, -0.36)  0.178
H (0.83, -6.19, 0.74)  0.193
H (1.62, -4.69, 1.31)  0.182
H (2.61, -3.84, -1.98)  0.193
H (2.69, -3.35, -0.26)  0.178
H (1.04, -1.92, -1.45)  0.219
H (0.19, -3.37, -2.03)  0.182
H (1.16, 0.63, -0.15)  0.429
H (4.04, -0.81, 0.13)  0.205
H (4.11, -0.60, 2.61)  0.226
H (3.29, 0.98, 2.49)  0.182
H (7.11, 2.57, 1.44)  0.227
H (7.21, 4.32, -0.32)  0.217
H (5.35, 4.53, -1.94)  0.217
H (3.45, 2.95, -1.83)  0.220
H (-0.92, 1.42, 0.72)  0.236

HOMO-LUMO gap = 8.49 eV
LUMO level = 0.467 eV
Energy relative to the best compared isomer or geometry (same formula, charge and spin) = 227.33 kJ/mol

=====

Number 1: E_tot -67260.95143 eV. Number 2: E_tot -52971.32472 eV. Number 3: E_tot -34935.79503 eV. Number 4: E_tot -51911.46275 eV.